# C2H9ClSi2

C2H9ClSi2 in the gas phase (the ωB97M-V functional and the def2-TZVPD basis, OMol25).

Last column: natural (NBO) charge in e.
Cartesian coordinates (Å):
C1 1.3742 -1.3849 0.3932  -0.60
C2 1.0145 -0.2916 -0.6858  -0.90
Si1 0.0029 1.2169 -0.1993  0.91
Si2 -2.1015 0.5027 0.2843  0.34
Cl1 0.1001 2.6649 -1.6766  -0.37
H1 0.9676 -0.9460 1.2910  0.20
H2 0.7926 -2.3078 0.2820  0.21
H3 2.3546 -1.6652 0.6159  0.22
H4 0.5877 -0.7559 -1.6647  0.24
H5 2.0506 0.0917 -1.0158  0.25
H6 0.8335 1.9650 0.9552  -0.14
H7 -2.3967 0.4162 1.6726  -0.13
H8 -2.2608 -0.8882 -0.1986  -0.12
H9 -3.3191 1.3821 -0.0535  -0.10

## Properties
SMILES ... CC[Si@H]([SiH3])Cl
HOMO-LUMO gap ... 10.939 eV
E ... -30497.56121 eV
Maximum force ... 3.58 eV/A
Relative energy (zero: lowest compared OMol25 entry of this formula, charge and spin) ... 60.54 kJ/mol